Model one:
Here is a cluster of 10 separate species, C14H48O10 in total from the Open Molecules 2025 dataset. Energies are from the ωB97M-V functional and the def2-TZVPD basis.

Each line ends with the Löwdin charge.
Atoms and positions in Å:
1 C -21.8153 -2.1567 -0.8592  -0.164
2 H -28.3993 -2.1823 4.8600  0.064
3 C -23.7176 -10.4352 -0.0575  -0.523
4 O -19.6528 -5.4721 0.5153  -0.116
5 H -18.1922 -7.0018 0.6100  0.073
6 H -25.3171 -7.1784 2.3164  0.033
7 O -29.2706 -8.0116 0.4120  -0.128
8 C -18.7160 -6.3471 -0.0866  -0.171
9 C -23.7905 -5.8253 1.3178  -0.504
10 H -28.0480 -7.8804 4.4980  0.087
11 H -27.7513 -3.7245 3.3131  0.032
12 H -24.5133 -10.3188 2.0236  0.074
13 H -22.7903 -2.5426 -1.1568  0.083
14 H -25.7156 -11.4446 -0.3482  0.072
15 H -22.7198 -10.8335 0.1265  0.135
16 H -25.8398 -7.6278 5.3462  0.088
17 C -24.6648 -11.6825 -0.1831  -0.058
18 H -23.4065 -9.0101 1.5538  0.071
19 H -21.5456 -6.6381 -1.8677  0.073
20 H -27.0046 -10.3531 4.8347  0.144
21 H -25.8353 -5.4855 2.0596  0.069
22 H -28.8992 -9.3240 6.2353  0.094
23 H -29.2092 -1.7664 3.4042  0.073
24 H -22.7804 -0.6161 -0.2707  0.080
25 H -22.3269 -4.2150 0.9116  0.054
26 H -23.0364 -6.5804 1.5398  0.122
27 H -29.9972 -2.8570 4.5949  0.079
28 O -25.8866 -3.1124 4.0442  -0.045
29 H -27.4068 -7.5028 0.9969  0.061
30 H -17.9433 -5.8779 -0.6957  0.075
31 O -23.6424 -9.7294 -1.2000  -0.015
32 O -21.9337 -5.8762 -1.4376  -0.014
33 H -25.4502 -2.9019 3.2186  0.003
34 H -25.4925 -8.6083 3.9187  0.057
35 H -27.8097 -8.0415 6.6402  0.085
36 H -23.8619 -3.6488 1.4413  0.061
37 H -23.5938 -1.7726 1.9062  0.051
38 H -24.6269 0.3033 1.3696  0.076
39 H -24.4967 -9.4784 -1.5590  0.106
40 O -28.6659 -3.8245 3.5870  -0.120
41 H -27.2217 -9.6227 7.0852  0.091
42 H -25.0418 -9.2264 5.5476  0.085
43 O -24.2831 -5.8527 0.0593  -0.029
44 H -29.4146 -8.7963 0.9459  0.068
45 O -24.5068 -1.6047 2.1509  -0.158
46 H -21.1154 -2.9680 -0.6593  0.073
47 H -21.9364 -5.1959 -2.1111  0.071
48 C -28.4225 -7.1362 1.1457  -0.152
49 H -23.5116 -5.8601 -0.5119  0.034
50 O -22.1332 -1.2005 0.1307  -0.111
51 H -25.0361 -9.0469 0.9963  0.069
52 H -24.6915 -12.2531 0.7453  0.070
53 O -27.8442 -8.7232 4.0859  -0.053
54 H -25.6886 -2.3710 4.6162  0.046
55 H -23.8720 0.1970 2.9987  0.092
56 C -25.7663 -8.6493 4.9730  -0.049
57 H -22.9170 -4.4193 2.6274  0.093
58 H -25.6314 -0.1358 2.7184  0.086
59 C -27.1083 -9.2980 5.0877  -0.577
60 H -24.4555 -12.3195 -1.0425  0.070
61 C -29.0630 -2.5932 4.0992  -0.200
62 H -20.5070 -5.6533 0.1164  0.017
63 H -28.7086 -7.2462 2.1917  0.064
64 H -24.7986 -5.7455 3.3325  0.067
65 C -24.1799 -9.6907 1.1976  -0.056
66 C -25.0041 -6.1345 2.3352  -0.015
67 C -24.6188 -0.2223 2.3244  -0.144
68 C -23.1595 -4.4729 1.5661  -0.046
69 H -28.4903 -6.0887 0.8521  0.082
70 H -21.4531 -1.7020 -1.7812  0.077
71 C -27.8410 -9.0945 6.3602  -0.051
72 H -19.1861 -7.1050 -0.7132  0.067

Results
total charge: 0
HOMO: -9.580 eV
structure (SMILES): CC(C)O.CC(C)O.CC(C)O.CO.CO.CO.CO.CO.O.O

---

Model two:
Here is a cluster of 10 separate species, C14H48O10 in total from the Open Molecules 2025 dataset. Energies are from the ωB97M-V functional and the def2-TZVPD basis.

Each line ends with the Löwdin charge.
Atoms and positions in Å:
1 H -2.1853 2.1762 1.7095  0.054
2 O -0.3415 -4.7215 3.9907  -0.113
3 H 0.4158 1.8063 -2.5163  0.006
4 H 0.9885 3.7532 -2.5687  0.075
5 H -1.2728 4.9251 -3.0009  0.068
6 H 4.0832 -1.1036 -3.4936  0.056
7 H 4.6393 -2.5043 -2.6190  0.077
8 H -0.1626 -3.8806 -1.4038  0.106
9 O 2.0727 1.0831 -2.8660  -0.134
10 H -0.5778 -1.9889 -3.4252  0.082
11 H -2.5211 0.2982 0.8958  0.048
12 H 1.1966 -3.1840 4.2465  0.107
13 H 1.8940 -1.6778 1.3655  0.024
14 C 3.7686 -1.9009 -2.8458  -0.092
15 H -4.4574 -1.4310 -0.2451  0.049
16 H 1.7812 1.1520 0.4833  0.093
17 H 2.9755 -1.9662 -1.0430  0.040
18 H -0.2104 -0.9131 1.5749  0.075
19 H 0.2938 -3.3485 2.7024  0.039
20 H -2.3945 -1.4081 0.7758  0.089
21 H 1.0475 -0.2360 -0.4284  0.058
22 O -3.0754 -1.2130 4.1244  -0.107
23 H 2.9906 -2.5047 -3.3850  0.096
24 H 0.8058 -0.9957 -2.8772  0.041
25 C 0.2124 -3.4613 3.7533  -0.177
26 C -1.7173 3.1588 1.6023  -0.065
27 H -2.2245 0.6937 4.5253  0.082
28 H -0.8124 3.1965 2.2028  0.076
29 H -1.6142 4.8495 -1.2856  0.074
30 H -2.3947 5.2177 1.9426  0.112
31 H -0.6777 -4.6955 4.9016  0.087
32 C -1.9979 -0.3271 4.2280  -0.175
33 O -4.2546 -0.6920 0.2696  -0.070
34 O -0.4934 -0.0930 -4.2864  -0.123
35 O 1.8107 -0.9952 2.0243  -0.069
36 H 1.9684 -4.9865 -0.6843  0.122
37 C -0.2491 -0.9719 -3.1749  -0.159
38 O -0.3267 2.3554 -2.2872  -0.099
39 H -4.5367 4.5645 1.5658  0.090
40 H -0.0147 1.1324 0.2146  0.078
41 H -3.8764 -0.6847 4.0889  0.080
42 H 0.4822 0.5048 2.4340  0.105
43 C 3.2183 1.7925 -3.2493  -0.134
44 H -1.5533 -0.2441 3.2153  0.055
45 H -0.7349 -0.5248 -2.2870  0.068
46 C 0.1431 3.6838 -1.9688  -0.305
47 H 3.6716 2.3846 -2.4257  0.097
48 C 0.6425 -0.2646 1.6900  -0.328
49 H -1.4597 3.3145 0.5901  0.036
50 H 0.5303 3.6963 -0.9291  0.102
51 H 3.9496 1.1091 -3.6700  0.066
52 C -2.8807 -0.5156 0.2744  -0.175
53 H 1.1511 -2.7617 -1.7266  0.036
54 C 0.6253 -3.2517 -0.9413  -0.056
55 H 2.3561 0.3640 -2.3200  0.015
56 O -3.8605 3.8991 1.3710  -0.078
57 C 0.9020 0.4971 0.4006  -0.069
58 O 3.1815 -1.2457 -1.6716  -0.166
59 C -0.7763 4.9102 -2.0328  -0.073
60 H -2.8479 4.0699 3.1712  0.079
61 H 0.1253 -2.5601 -0.3301  0.056
62 H -0.5600 -2.7132 4.0200  0.069
63 H -1.3789 -0.6972 4.9810  0.056
64 H 3.1763 -3.8330 0.7435  0.113
65 H 1.0574 -4.6050 0.6801  0.108
66 O 2.5274 -3.2893 0.3129  -0.074
67 H -2.4321 -0.3880 -0.6992  0.063
68 H 2.9889 2.4904 -4.0383  0.080
69 H -0.1732 5.7862 -1.8226  0.070
70 H -1.4458 -0.1517 -4.5179  0.094
71 C 1.5498 -4.1321 -0.1549  -0.312
72 C -2.7309 4.1985 2.1495  -0.302

Results
total charge: 0
HOMO: -9.156 eV
structure (SMILES): CCO.CCO.CCO.CCO.CO.CO.CO.CO.CO.CO

---

Model three:
Here is a cluster of 10 separate species, C14H48O10 in total from the Open Molecules 2025 dataset. Energies are from the ωB97M-V functional and the def2-TZVPD basis.

Each line ends with the Löwdin charge.
Atoms and positions in Å:
1 H 10.1163 -21.9041 3.2955  0.114
2 H 13.1863 -24.9479 -5.8293  0.081
3 H 10.4524 -22.9962 -2.5397  0.054
4 H 8.3222 -26.3064 -1.5328  0.063
5 C 6.3244 -24.4185 -0.1383  -0.310
6 H 7.8426 -21.9495 -4.3901  0.089
7 H 13.2948 -28.2858 -0.5437  0.077
8 O 13.6961 -23.1389 0.1072  -0.116
9 H 8.4141 -24.1724 -4.1400  0.092
10 C 7.1491 -22.7450 -4.1174  -0.267
11 H 8.7389 -23.0033 1.8538  -0.008
12 H 9.3625 -25.2830 1.0323  0.063
13 H 14.5417 -23.2146 2.0441  0.078
14 O 6.0192 -24.8509 -1.4373  -0.099
15 H 16.3274 -27.8824 -2.2480  0.093
16 H 10.9070 -21.5951 -4.7027  0.066
17 H 6.6605 -21.9411 -2.1013  0.074
18 H 4.2234 -24.6364 0.5534  0.071
19 H 5.3585 -24.5616 1.8611  0.061
20 O 8.3992 -24.3608 2.5950  -0.123
21 C 10.8137 -20.6142 1.7010  -0.082
22 O 11.2835 -24.1757 -1.1011  -0.151
23 O 10.2921 -26.6118 -1.9358  -0.146
24 H 12.9440 -22.5404 1.9838  0.050
25 H 10.3988 -25.0424 2.4476  0.081
26 H 10.8744 -22.7709 1.9822  0.077
27 H 6.6272 -24.3836 -2.0149  0.013
28 C 10.7390 -20.5460 -4.4595  -0.171
29 H 10.9722 -20.3878 -3.4066  0.080
30 H 13.2122 -24.2741 1.7231  0.070
31 H 9.2236 -26.3237 2.4004  0.088
32 C 6.1793 -22.1247 -3.0620  -0.069
33 C 13.8137 -27.3303 -0.4664  -0.077
34 C 8.9695 -27.1627 -1.7224  -0.085
35 C 14.6868 -27.1811 -1.6939  -0.384
36 C 5.2265 -24.9439 0.8490  -0.061
37 O 15.6143 -28.1713 -1.6738  -0.045
38 C 9.3866 -25.2825 2.1220  -0.103
39 C 10.4176 -23.1280 -1.4582  -0.118
40 H 9.6746 -20.3250 -4.5381  0.064
41 H 5.3404 -22.8025 -2.9041  0.069
42 H 10.7085 -22.1916 -0.9823  0.075
43 H 6.6078 -23.0106 -5.0254  0.111
44 H 10.1259 -19.7687 1.7101  0.076
45 H 12.8917 -23.4806 -0.2900  0.019
46 H 11.4011 -24.7754 -3.6135  0.053
47 H 12.6486 -23.5756 -3.9158  0.084
48 H 11.0027 -20.7395 0.6348  0.058
49 C 10.2492 -21.9085 2.2136  -0.345
50 H 8.9469 -27.8366 -0.8660  0.082
51 C 12.3773 -24.6196 -4.0726  -0.177
52 H 11.2043 -19.6587 -6.1715  0.075
53 H 7.3239 -24.7978 0.0745  0.082
54 C 13.5939 -23.2757 1.5094  -0.165
55 H 13.0949 -26.5205 -0.3412  0.059
56 H 7.6892 -24.8054 3.0640  0.103
57 H 14.3609 -27.2646 0.4740  0.076
58 H 9.4123 -23.4083 -1.1436  0.077
59 O 11.3901 -19.5593 -5.2349  -0.112
60 H 5.6753 -21.2588 -3.4915  0.075
61 H 8.6621 -27.6894 -2.6258  0.089
62 O 12.3130 -24.8752 -5.4373  -0.106
63 H 10.7605 -27.3299 -2.3677  0.087
64 H 13.9810 -27.2012 -2.5242  0.092
65 H 11.7049 -20.2443 2.2080  0.075
66 H 10.9554 -25.0353 -1.3749  0.021
67 H 6.2272 -23.3329 -0.1282  0.107
68 H 5.2887 -26.0277 0.7503  0.070
69 H 13.0462 -25.2822 -3.5234  0.069
70 O 8.9929 -22.1075 1.6201  -0.089
71 H 15.2054 -26.2229 -1.7254  0.119
72 O 7.7383 -23.8988 -3.5155  -0.094

Results
total charge: 0
HOMO: -9.360 eV
structure (SMILES): CCO.CCO.CCO.CCO.CO.CO.CO.CO.CO.CO

---

Going by the computed energies, the most stable comes first: model one, model three, model two.

---

Model one:
Here is an isolated molecule of C4H6FN3 from the Open Molecules 2025 dataset. Energies are from the ωB97M-V functional and the def2-TZVPD basis.

Each line ends with the Löwdin charge.
Atoms and positions in Å:
1 C -0.3786 0.5915 -1.8266  -0.138
2 H 0.2897 -1.4205 2.2088  0.169
3 H 0.9177 1.4508 -0.3514  0.153
4 H 1.7590 -2.0565 0.4542  0.037
5 C -0.8476 0.3776 1.6207  -0.148
6 H -1.4724 0.4531 2.6156  0.157
7 N -0.0314 -0.7321 1.4927  0.076
8 C 0.0517 0.7780 -0.3082  -0.302
9 H -0.8180 1.4031 -2.2985  0.093
10 C 0.6038 -0.5911 0.2536  -0.347
11 F -1.2836 -0.4456 -1.8724  -0.039
12 N 1.6235 -1.2721 -0.1917  0.121
13 H 0.5406 0.3323 -2.3298  0.107
14 N -0.9544 1.1315 0.5331  0.060

Results
total charge: 0
HOMO: -8.993 eV
structure (SMILES): [H]/N=C1\NC=N[C@@H]1CF

---

Model two:
Here is an isolated molecule of C4H6FN3 from the Open Molecules 2025 dataset. Energies are from the ωB97M-V functional and the def2-TZVPD basis.

Each line ends with the Löwdin charge.
Atoms and positions in Å:
1 C -1.5286 -1.5808 -0.3359  0.082
2 N 0.8925 0.8162 -0.1485  0.005
3 H -2.3145 -2.2424 -0.3435  0.057
4 F -2.7324 0.1958 0.5531  -0.014
5 H -0.5579 -1.5718 -0.9301  0.107
6 C 1.7557 -0.2395 0.2982  -0.274
7 C -0.5089 0.8767 -0.1401  -0.292
8 N 3.0421 -0.0453 0.1352  0.050
9 H -2.0438 2.0635 0.0189  0.055
10 C -1.5577 -0.3588 0.0367  -0.255
11 H 3.7477 -0.7406 0.3901  0.037
12 H 1.3167 -1.1964 0.6678  0.118
13 H 1.4814 1.8563 -0.0306  0.246
14 N -0.9922 2.1673 -0.1713  0.077

Results
total charge: 0
HOMO: -9.099 eV
structure (SMILES): [H]/N=C/N/C(=N/[H])C(=C)F

---

Going by the computed energies, the most stable comes first: model one, model two.

---

Model one:
Here is a cluster of 8 separate species, C11H38N2O8 in total from the Open Molecules 2025 dataset. Energies are from the ωB97M-V functional and the def2-TZVPD basis.

Each line ends with the Löwdin charge.
Atoms and positions in Å:
1 H -2.2749 -1.2444 -0.4739  0.069
2 C 0.7821 -5.0267 2.7603  -0.155
3 H -4.0117 -2.5766 -5.5195  0.083
4 H -4.5761 -2.1188 2.1000  0.068
5 N 2.3114 -0.5165 0.1036  0.168
6 H 3.0352 0.1063 0.4328  0.111
7 C -3.5130 -2.6129 0.1775  -0.306
8 H -2.7142 -3.3024 -0.0958  0.105
9 C -3.8592 -2.8216 1.6754  -0.082
10 O 0.0834 -5.7389 3.7812  -0.135
11 C 3.3437 1.6905 4.2687  -0.366
12 O 0.7550 -0.4117 -1.4524  0.034
13 H -0.0110 -5.0460 -3.0949  0.072
14 O -0.8054 4.5921 -2.2841  -0.080
15 H -2.4550 3.3016 -2.4437  0.115
16 C -1.0573 3.2861 -4.0685  -0.093
17 H -4.1995 -3.8350 1.8881  0.066
18 O 1.6858 -4.9679 -1.8222  -0.120
19 H 0.1935 -5.0267 1.8428  0.073
20 C -3.6544 -2.1148 -4.5991  -0.144
21 C 3.1949 2.9650 5.0853  -0.087
22 H 1.1999 2.0899 -0.9023  0.128
23 H 1.5670 5.4527 1.7371  0.070
24 H 1.2503 -4.1522 -3.7681  0.074
25 H -2.5450 4.7525 -3.3540  0.107
26 H -0.5459 6.4761 1.8723  0.082
27 H 4.1092 3.5272 5.2752  0.071
28 H -4.3495 -2.7034 -0.5155  0.100
29 H 1.3786 -5.9024 -3.6453  0.073
30 O -2.5240 -1.2806 -4.8651  -0.147
31 H 1.2792 6.9295 0.8124  0.080
32 H 2.3412 1.2846 4.1331  0.117
33 H -1.7473 2.8599 -4.7967  0.072
34 H 2.7835 2.7587 6.0734  0.073
35 O 0.1664 6.5971 2.5044  -0.098
36 O 3.9070 1.9258 3.0488  -0.072
37 C 1.0781 -5.0027 -3.1084  -0.169
38 H 2.5928 -5.2779 -1.8756  0.069
39 H 4.8551 2.0100 3.1738  0.092
40 H -1.0576 4.4757 -1.3652  0.079
41 O -3.0970 -1.2629 0.0216  -0.095
42 H 2.2567 -1.5213 0.0182  0.127
43 C 1.4972 0.1238 -0.6609  -0.860
44 H 1.1133 -4.0339 3.0648  0.077
45 C 1.3348 6.5145 1.8188  -0.217
46 H -4.2626 -1.4013 -4.0431  0.076
47 H -0.3751 3.8301 -4.7218  0.078
48 H 3.9798 0.9888 4.8082  0.111
49 H -0.5129 2.5168 -3.5207  0.072
50 H 1.6707 -5.6433 2.6247  0.073
51 H -3.4072 -2.8743 -3.8574  0.063
52 H -2.9484 -2.6374 2.2452  0.067
53 N 1.5220 1.3220 -0.3308  0.180
54 H 2.5047 3.6278 4.5634  0.070
55 C -1.8358 4.0027 -3.0033  -0.350
56 H -2.0589 -0.9237 -4.1049  0.068
57 H 2.1336 1.6296 0.4118  0.113
58 H 2.1744 7.0018 2.3145  0.082
59 H 0.3185 -6.6611 3.6555  0.066

Results
total charge: 0
HOMO: -9.715 eV
structure (SMILES): NC(N)=O.CCO.CCO.CCO.CO.CO.CO.CO

---

Model two:
Here is a cluster of 8 separate species, C11H38N2O8 in total from the Open Molecules 2025 dataset. Energies are from the ωB97M-V functional and the def2-TZVPD basis.

Each line ends with the Löwdin charge.
Atoms and positions in Å:
1 H -0.5050 -2.8066 0.1607  0.054
2 C -0.5997 -3.1725 -2.3281  -0.309
3 H 2.6181 3.1913 -2.2571  0.078
4 C 2.1869 2.6610 -1.4587  -0.162
5 H 4.0177 -2.7200 -3.9244  0.034
6 H -3.6049 -1.1854 1.8576  0.071
7 C -2.0996 -3.0835 -2.1839  -0.078
8 H 2.8331 1.9287 -1.0100  0.061
9 H 1.4447 1.9281 0.8711  -0.001
10 H 3.7540 1.6574 1.0379  0.072
11 C -1.1372 0.6516 -1.3792  -0.111
12 C -0.8764 2.8269 3.3451  -0.086
13 O 3.8043 -1.9876 -3.4183  -0.059
14 H -2.4686 -2.3393 -2.8843  0.080
15 H 0.1453 2.9028 3.0935  0.043
16 H -0.8496 1.0712 0.5332  -0.042
17 O 1.3999 -1.5718 1.2984  -0.099
18 H -1.5023 1.2618 -2.2237  0.096
19 H -0.3523 -3.6242 -3.2983  0.118
20 H -1.2339 4.7181 2.5801  0.079
21 H -2.3990 -2.7371 -1.2162  0.028
22 H 2.9077 0.2320 0.8693  0.016
23 C 0.0496 -1.3490 1.3918  -0.580
24 O -1.1397 1.5015 -0.2038  -0.100
25 H 1.3061 2.1064 -1.7557  0.073
26 C -4.2916 -1.0162 0.1591  -0.128
27 H -4.2345 -1.4297 -0.8695  0.085
28 H 0.1408 5.1838 4.1205  0.095
29 O 1.8309 3.5346 -0.4604  -0.095
30 O -0.7393 4.9746 4.4977  -0.092
31 N -0.5112 -0.4193 2.1489  0.149
32 H 1.8576 -2.7394 -3.0765  0.069
33 H -0.1575 -2.2014 -2.3140  0.069
34 H 2.2888 -0.2281 -2.5526  0.067
35 H 0.6687 -4.5748 -1.6937  0.119
36 H -3.9388 0.0486 0.0988  0.098
37 H 3.3958 0.5182 2.4844  0.104
38 H 2.6532 3.9398 -0.2109  0.085
39 H 2.9586 -3.2032 -1.7936  0.132
40 C 3.0550 1.0130 1.5556  -0.108
41 H -2.5577 -4.0432 -2.4630  0.090
42 C 2.3461 -1.0098 -1.8094  -0.074
43 H 1.4334 -1.0591 -1.1576  0.052
44 H 0.1294 0.3236 2.4067  0.077
45 H -0.1227 0.2688 -1.5279  0.047
46 O -3.6160 -1.8008 1.1346  -0.132
47 C 2.7221 -2.3610 -2.5363  -0.264
48 H -1.8673 -2.0743 0.9140  0.076
49 H -1.3980 2.4203 2.4802  0.057
50 H -1.5379 -0.2836 2.2557  0.123
51 O -0.0115 -3.9732 -1.2753  -0.108
52 H 3.0932 -0.7782 -1.0890  0.048
53 C -1.4347 4.2498 3.4831  -0.314
54 H -2.5518 4.2740 3.6580  0.131
55 H -1.0818 2.2515 4.2846  0.099
56 O 1.6845 1.4622 1.6253  -0.131
57 H -1.7877 -0.2222 -1.2886  0.047
58 H -5.2756 -1.0194 0.5583  0.070
59 N -0.8417 -2.0875 0.7559  0.181

Results
total charge: 0
HOMO: -8.969 eV
structure (SMILES): NC(N)=O.CCO.CCO.CCO.CO.CO.CO.CO

---

Going by the computed energies, the most stable comes first: model two, model one.